1.
{"formula": "C6H6N3", "method": "ωB97M-V with the def2-TZVPD basis set", "total_charge": 1, "de_lowest_kcal_mol": 0.0, "energy_ha": -396.218602, "homo_ev": -13.981, "smiles": "c1cc[n+]2cn[nH]c2c1", "symbols": ["C", "C", "C", "C", "C", "C", "N", "N", "N", "H", "H", "H", "H", "H", "H"], "xyz": [[1.840, 0.723, -0.094], [1.869, -0.700, -0.024], [0.635, 1.400, 0.035], [0.653, -1.406, 0.036], [-1.845, -1.100, -0.001], [-0.567, 0.694, 0.076], [-2.610, -0.059, -0.115], [-1.877, 1.034, 0.008], [-0.532, -0.735, 0.046], [2.709, 1.208, -0.157], [2.893, -1.045, 0.042], [0.764, 2.516, -0.032], [0.501, -2.416, 0.011], [-2.340, -2.098, -0.013], [-2.093, 1.985, 0.184]], "atomic_forces_ev_per_a": [[-4.806, -2.788, 1.027], [-1.535, 0.592, 0.191], [1.495, 1.572, -0.640], [1.920, 2.441, -0.151], [-1.945, -0.605, -0.834], [0.635, -1.671, -0.313], [-1.706, -0.371, 1.030], [3.591, -1.067, -0.115], [0.744, 3.338, 0.269], [3.205, 2.049, -0.311], [-0.473, -1.162, -0.227], [-0.992, -1.222, 0.241], [0.266, -2.548, 0.091], [1.145, 0.780, -0.054], [-1.543, 0.661, -0.204]]}

=====

2.
{"formula": "C6H6N3O", "method": "ωB97M-V with the def2-TZVPD basis set", "total_charge": 1, "de_lowest_kcal_mol": 120.3, "energy_ha": -471.303003, "homo_ev": [-14.056, -14.056], "smiles": "O=C1CN1/[NH+]=C1/C=CC=N1", "symbols": ["C", "C", "C", "C", "C", "C", "N", "N", "N", "O", "H", "H", "H", "H", "H", "H"], "xyz": [[0.705, -2.453, -1.238], [-0.206, -2.103, -0.230], [1.373, -1.211, -1.550], [-0.064, -0.671, -0.144], [0.411, 2.229, 0.757], [-0.876, 2.528, 1.425], [0.994, -0.193, -0.884], [-0.880, 0.013, 0.572], [-0.611, 1.292, 0.698], [1.365, 2.515, 0.207], [0.898, -3.436, -1.647], [-1.056, -2.705, 0.150], [1.977, -1.149, -2.415], [-0.861, 2.644, 2.522], [-1.498, 3.190, 0.865], [-1.670, -0.489, 0.912]], "atomic_forces_ev_per_a": [[-2.392, -0.404, 3.212], [0.334, -2.401, -2.998], [0.039, -0.411, -0.959], [0.470, -1.644, 0.334], [-3.266, -0.484, 0.066], [0.389, 0.802, 1.173], [-0.503, 1.623, 0.368], [1.615, 0.112, -0.773], [-0.412, 0.642, 0.634], [3.713, 0.979, -0.966], [-0.053, 0.172, -0.043], [0.954, 0.425, -0.032], [1.150, 0.434, -0.467], [-0.314, -0.592, -0.482], [-0.681, 0.523, 0.016], [-1.042, 0.224, 0.918]]}

=====

3.
{"formula": "C6H6N3OP", "method": "ωB97M-V with the def2-TZVPD basis set", "total_charge": 0, "de_lowest_kcal_mol": 0.0, "energy_ha": -812.723383, "s2": 2.023, "homo_ev": [-8.338, -10.330], "multiplicity": 3, "symbols": ["C", "C", "C", "C", "C", "C", "N", "N", "N", "O", "P", "H", "H", "H", "H", "H", "H"], "xyz": [[3.410, -0.998, -2.223], [-0.580, -1.021, 1.159], [-0.472, 0.414, -2.362], [-0.719, -1.641, 2.459], [-1.145, 1.635, -1.979], [2.235, -0.318, -1.735], [3.067, -0.045, -2.931], [-0.856, -0.134, 2.019], [-1.692, 0.546, -2.738], [0.644, -1.920, -3.269], [0.557, -0.948, -2.188], [3.938, -1.799, -2.054], [-1.399, -2.382, 2.839], [0.206, -1.892, 2.918], [-1.332, 1.709, -0.939], [-0.655, 2.504, -2.398], [2.316, 0.379, -0.910]], "atomic_forces_ev_per_a": [[-3.339, 3.056, -0.111], [-1.237, 3.116, 1.437], [-1.815, -0.419, -0.646], [1.357, -1.503, 0.969], [2.222, 1.221, 0.988], [-1.529, 0.130, 0.680], [1.152, 0.628, -1.273], [0.342, -2.391, -2.437], [0.254, -0.735, -0.819], [-0.113, -1.265, -1.295], [1.699, 0.444, 1.509], [3.311, -3.929, 0.358], [-1.496, 0.558, -0.424], [1.002, 0.244, 0.547], [-0.898, 0.327, 0.908], [-0.726, 0.446, -0.476], [-0.185, 0.073, 0.085]]}

=====

4.
{"formula": "C6H6N4O3S", "method": "ωB97M-V with the def2-TZVPD basis set", "total_charge": 0, "de_lowest_kcal_mol": 75.9, "energy_ha": -1075.000290, "homo_ev": -9.952, "smiles": "COC1=NC=N[C@H](SC#N)[C@@H]1[N+](=O)[O-]", "symbols": ["C", "C", "C", "C", "C", "C", "N", "N", "N", "N", "O", "O", "O", "S", "H", "H", "H", "H", "H", "H"], "xyz": [[3.409, 0.576, -0.082], [1.091, 0.319, 1.331], [-0.082, 1.972, 0.185], [0.295, -0.863, 0.615], [-0.925, -0.180, 0.011], [-3.044, -0.513, -0.918], [3.781, 1.120, -1.023], [0.931, 1.616, 0.824], [-1.065, 1.077, -0.239], [1.181, -1.437, -0.530], [1.790, -2.426, -0.144], [1.161, -0.911, -1.607], [-1.856, -1.051, -0.425], [2.938, 0.007, 1.497], [0.677, 0.454, 2.354], [-0.276, 3.029, -0.002], [0.029, -1.706, 1.258], [-2.766, 0.218, -1.657], [-3.710, 0.094, -0.147], [-3.561, -1.393, -1.300]], "atomic_forces_ev_per_a": [[-0.381, -0.004, 1.594], [-0.012, -0.921, 0.220], [-0.584, -0.696, -0.183], [0.429, 1.701, -0.479], [-0.496, 0.661, -1.335], [-1.869, 1.218, 0.620], [0.096, -0.154, -0.383], [1.091, 1.397, 0.391], [-0.708, -1.180, 0.420], [-1.046, -1.065, 1.885], [0.017, 0.704, -1.125], [0.296, -0.087, -0.076], [1.606, -0.025, 1.901], [-0.422, 0.144, -0.832], [0.565, -0.780, -0.235], [0.200, -0.289, -0.275], [0.287, 0.297, -0.162], [-0.335, 0.131, -0.690], [1.539, -1.514, -1.148], [-0.272, 0.461, -0.110]]}